1.
The following is a DFT calculation (the ωB97M-V functional and the def2-TZVPD basis) of 2 unconnected molecules or ions with the total composition C5H11NO2.

The geometry in ORCA input format:
```
! wB97M-V def2-TZVPD RIJCOSX def2/J DEFGRID3
* xyz 0 1
C -0.89167 1.61259 0.21444
C -0.99177 0.27115 0.09487
C 2.42896 -1.25590 0.17227
C -0.76309 -0.49418 -1.17301
N 1.82920 -0.42731 1.20249
C -2.26148 0.08682 0.90430
O -0.69885 2.49138 -0.78712
O -3.29844 -0.16086 0.34645
H -0.71596 2.03559 -1.64146
H 2.07010 0.54796 1.06186
H -0.99312 2.11584 1.16730
H 0.81615 -0.49656 1.18081
H -2.18334 0.23505 1.99453
H 3.51294 -1.21955 0.28379
H 2.18248 -0.96077 -0.85802
H 2.10676 -2.28617 0.32048
H -1.69315 -0.58490 -1.73782
H -0.02404 -0.00587 -1.80924
H -0.43166 -1.50432 -0.93690
*
```

## Properties
Structure (SMILES): C/C(C=O)=C\O.CN
ΔE to the lowest compared entry with this formula, charge and spin: 2.9327 eV



2.
The following is a DFT calculation (the ωB97M-V functional and the def2-TZVPD basis) of a molecular structure, C23H41FeN5OPS3Sb.

The geometry in ORCA input format:
```
! wB97M-V def2-TZVPD RIJCOSX def2/J DEFGRID3
* xyz 0 5
Fe -1.80266 0.54483 1.01165
S -1.42940 -2.95736 3.73960
Sb -2.58670 -1.04856 3.86063
S -0.94726 0.66377 3.04332
S -3.53960 -0.70147 1.55808
O -2.41936 0.15158 -1.37483
C -2.42393 1.35842 -2.13170
C -3.84697 1.89298 -2.13314
C -4.44512 1.97088 -0.72465
C -3.71654 2.95328 0.14419
C -4.18756 4.25749 0.25651
C -3.48272 5.19221 0.98977
C -2.30082 4.79715 1.59581
C -1.90488 3.48096 1.45989
N -2.59533 2.57032 0.76906
H -1.52200 -0.21855 -1.38840
H -2.08510 1.15659 -3.15580
H -1.72248 2.07596 -1.67850
H -4.48056 1.24762 -2.74364
H -3.85269 2.88440 -2.59746
H -4.44246 0.98373 -0.25598
H -5.48635 2.28656 -0.80444
H -5.10901 4.52265 -0.24014
H -3.84694 6.20504 1.08601
H -1.69724 5.48078 2.17286
H -1.00253 3.12225 1.93764
N -0.18662 0.49329 0.26812
P 0.90539 -0.61965 -0.02693
N 1.75923 -1.19051 1.26259
C 2.19213 -0.25394 2.30613
C 2.08489 -0.89044 3.68187
C 2.97808 -2.12585 3.80685
C 3.07898 -2.84674 2.46051
C 1.82645 -2.61196 1.63346
N 2.02353 0.00858 -1.07424
C 3.43922 0.14482 -0.78198
C 3.78121 1.58151 -0.39771
C 3.32322 2.54860 -1.48274
C 1.84767 2.34066 -1.80532
C 1.59226 0.88214 -2.15019
N 0.25758 -1.90856 -0.86049
C -0.85951 -2.67256 -0.30959
C -1.84355 -3.04851 -1.40641
C -1.10767 -3.51737 -2.67124
C 0.33587 -3.86864 -2.34885
C 1.06924 -2.62753 -1.85447
H 1.55341 0.63102 2.24952
H 3.22812 0.06473 2.11885
H 1.04275 -1.16767 3.85544
H 2.34557 -0.14289 4.43453
H 2.54492 -2.79558 4.55321
H 3.97595 -1.85947 4.16499
H 3.23463 -3.91765 2.60222
H 3.93466 -2.47805 1.88530
H 0.92887 -2.90082 2.19108
H 1.86696 -3.20643 0.72228
H 3.99861 -0.13532 -1.68534
H 3.70848 -0.56708 0.00047
H 4.85567 1.67150 -0.23074
H 3.28666 1.82200 0.54485
H 3.91637 2.37264 -2.38648
H 3.51273 3.58294 -1.18279
H 1.54295 2.98075 -2.63686
H 1.22885 2.59568 -0.94146
H 2.15492 0.60262 -3.05175
H 0.53788 0.69990 -2.36061
H -1.35230 -2.08898 0.47844
H -0.48545 -3.56582 0.20005
H -2.48671 -2.19738 -1.62895
H -2.49573 -3.83329 -1.01915
H -1.11312 -2.72418 -3.42413
H -1.61730 -4.37074 -3.12250
H 0.85924 -4.25593 -3.22614
H 0.37010 -4.65881 -1.59662
H 1.24589 -1.95672 -2.70314
H 2.05497 -2.89184 -1.45032
*
```

## Properties
Electronic energy: -116736.7906 eV



3.
The following is a DFT calculation (the ωB97M-V functional and the def2-TZVPD basis) of a molecular structure, C5H10O2.

The geometry in ORCA input format:
```
! wB97M-V def2-TZVPD RIJCOSX def2/J DEFGRID3
* xyz 0 1
O 2.16929 0.64396 0.51419
C 2.01164 -0.50775 -0.24221
C 0.47659 -1.10777 -0.09824
C -0.44405 0.07300 -0.07809
C -1.78615 0.26251 -0.78205
O -2.27269 1.02670 0.33390
C -1.15055 0.64203 1.14736
H 1.34117 1.23690 0.09645
H 2.62681 -1.36024 0.06999
H 2.14879 -0.26306 -1.30711
H 0.50492 -1.66121 0.85024
H 0.28955 -1.79365 -0.94191
H 0.26173 1.15600 -0.42832
H -2.39215 -0.64136 -0.94767
H -1.74066 0.83964 -1.71168
H -0.60953 1.49526 1.56367
H -1.43470 -0.04098 1.96148
*
```

## Properties
ΔE to the lowest compared entry with this formula, charge and spin: 4.1976 eV



4.
The following is a DFT calculation (the ωB97M-V functional and the def2-TZVPD basis) of a molecular structure, C22H59BF6HgN6O9PbS2.

The geometry in ORCA input format:
```
! wB97M-V def2-TZVPD RIJCOSX def2/J DEFGRID3
* xyz 3 2
Hg 4.81017 -13.28619 18.37463
Pb 3.02473 -16.08880 14.45699
C 6.01469 -11.82851 22.11854
F 7.23516 -11.54600 21.53690
F 6.01570 -11.79538 23.46388
F 5.13509 -10.88633 21.75949
S 5.47528 -13.58828 21.45075
O 6.60925 -13.95450 20.62067
O 5.28648 -14.48703 22.56538
N 4.08944 -13.32883 20.44702
S 2.86037 -13.56133 21.45368
O 2.50661 -14.94519 21.73982
O 2.78633 -12.68783 22.66413
C 1.36845 -12.93062 20.37568
F 0.28376 -13.09902 21.06142
F 1.54784 -11.67556 19.99140
F 1.25935 -13.73066 19.28419
B 3.46415 -14.71213 16.64940
H 3.04281 -14.41058 17.59586
H 4.40666 -14.19848 16.53946
H 3.70894 -15.76277 16.62787
H 2.85264 -14.41999 15.80979
C 8.40671 -15.23909 16.43946
C 6.99235 -14.86715 16.99141
C 6.57006 -16.02851 17.94537
O 5.37221 -15.68420 18.55463
C 5.02698 -16.53154 19.64029
N 7.06785 -13.63778 17.69721
H 9.10470 -15.38599 17.26367
H 8.87425 -14.51371 15.77363
H 8.45329 -16.18106 15.89299
H 6.38446 -14.76788 16.09212
H 7.29961 -16.02331 18.75521
H 6.68855 -17.02642 17.52319
H 4.93837 -17.57679 19.34417
H 4.12829 -16.20344 20.16261
H 5.76646 -16.37730 20.42609
H 7.88339 -13.72746 18.28624
H 7.28346 -12.90484 17.03660
C -1.41548 -14.92933 13.90301
C -0.15703 -15.48363 14.59430
C -0.31988 -16.25131 15.92187
O 1.01391 -16.36314 16.50992
C 1.00644 -16.60316 17.92227
N 0.57915 -16.37247 13.66917
H -2.10114 -15.76242 13.74827
H -1.24107 -14.42729 12.95136
H -1.85424 -14.18737 14.57016
H 0.42782 -14.57150 14.71291
H -0.80203 -17.20967 15.72904
H -0.99150 -15.75587 16.62299
H 2.00694 -16.48879 18.33940
H 0.63279 -17.62419 17.99969
H 0.35991 -15.89724 18.44359
H 0.40752 -15.90757 12.78912
H 0.04285 -17.18916 13.41325
C 5.22059 -8.81734 18.61768
C 4.59966 -10.24234 18.63227
C 3.62004 -10.46015 17.48688
O 3.12861 -11.76277 17.67401
C 1.88268 -11.93845 16.96191
N 5.77254 -11.10483 18.65056
H 5.93311 -8.69621 19.43361
H 4.37297 -8.15391 18.78943
H 5.70007 -8.43381 17.71707
H 4.02457 -10.43690 19.53755
H 3.98518 -10.35586 16.46516
H 2.77740 -9.77045 17.53565
H 1.58505 -12.98012 17.08213
H 1.87492 -11.69778 15.89885
H 1.09013 -11.35861 17.43492
H 6.43422 -10.61169 18.06824
H 6.18846 -10.85369 19.53603
C 2.03531 -11.83117 12.50760
C 1.57289 -13.30078 12.59153
C 0.88805 -13.80795 11.28287
O 0.89285 -15.25744 11.17916
C 0.35119 -15.69239 9.90597
N 2.75955 -14.02892 13.01688
H 2.41807 -11.41573 13.43980
H 1.12260 -11.25615 12.35131
H 2.85880 -11.62244 11.82467
H 0.92234 -13.64282 13.39644
H 1.57249 -13.51661 10.48615
H -0.11019 -13.38686 11.16329
H -0.03771 -16.70594 10.00392
H 1.03307 -15.64972 9.05667
H -0.49639 -15.07616 9.60604
H 3.24465 -14.42014 12.22207
H 3.36696 -13.37192 13.48538
C 1.86624 -19.66574 16.07558
C 3.18812 -19.06044 16.32639
C 4.26138 -19.86204 16.96723
O 5.41975 -19.04767 17.20386
C 6.41278 -19.60960 18.09114
N 3.70274 -18.60168 15.12419
H 1.45560 -19.76053 17.08080
H 1.90085 -20.60442 15.52260
H 1.17858 -18.99167 15.56485
H 3.02788 -18.20529 16.98300
H 4.43487 -20.71231 16.30766
H 3.95896 -20.20268 17.95749
H 7.43133 -19.35281 17.80007
H 6.45413 -20.69498 18.18250
H 6.31440 -19.35653 19.14678
H 4.70472 -18.68782 15.21760
H 3.63271 -19.37908 14.48322
*
```

## Properties
Electronic energy: -99177.7317 eV